C40H72O11 | the ωB97M-V functional and the def2-TZVPD basis

```
! RIJCOSX wB97M-V def2-TZVPD def2/J DEFGRID3
* xyz 0 1
C 0.3936 0.1272 -2.3751
O 0.5215 -1.1976 -1.9033
C -0.0461 -1.3599 -0.6294
C 0.9158 -0.7984 0.3927
C 0.5823 0.0003 1.3944
C 1.6914 0.4656 2.2589
O 1.5780 0.6598 3.4579
C 2.9731 0.6970 1.5437
C 3.3224 -0.1016 0.5438
C 2.3543 -1.1759 0.1948
O 2.6874 -2.2778 -0.1980
H -0.6171 0.3729 -2.6696
H 0.7092 0.8758 -1.6418
H 1.0485 0.2210 -3.2272
H -0.9937 -0.8300 -0.5399
H -0.2165 -2.4091 -0.4234
H -0.4372 0.2971 1.5730
H 3.5947 1.5162 1.8691
H 4.2463 0.0132 0.0059
C 3.4562 2.3986 7.1639
C 3.0951 1.7291 5.8407
C 4.4282 1.7482 5.1128
O 5.4432 1.6578 6.1169
C 4.8607 1.8635 7.4073
H 2.7690 2.1663 7.9763
H 3.4833 3.4841 7.0400
H 2.7771 0.6998 6.0155
H 2.3088 2.2342 5.2886
H 4.5689 2.6867 4.5631
H 4.5390 0.9178 4.4139
H 4.8322 0.9012 7.9316
H 5.4868 2.5496 7.9787
C -0.5685 1.4550 -7.2441
C -1.7469 0.4914 -7.1427
C -1.6015 -0.0246 -5.7185
O -1.0191 1.0405 -4.9582
C -0.5410 2.0557 -5.8461
H -0.6816 2.2065 -8.0240
H 0.3551 0.9022 -7.4345
H -2.6855 1.0353 -7.2534
H -1.7271 -0.3059 -7.8846
H -0.9283 -0.8882 -5.6708
H -2.5559 -0.3060 -5.2707
H -1.2084 2.9210 -5.7729
H 0.4591 2.3625 -5.5351
C -1.2388 3.2235 5.1444
C -2.6823 3.5570 4.7791
C -2.5043 4.3053 3.4649
O -1.3417 3.7555 2.8413
C -0.6348 2.9351 3.7784
H -1.1405 2.3861 5.8335
H -0.7562 4.0943 5.5945
H -3.2480 2.6364 4.6149
H -3.2026 4.1455 5.5332
H -2.3337 5.3737 3.6363
H -3.3577 4.1953 2.7945
H -0.7765 1.8880 3.4969
H 0.4299 3.1634 3.7287
C 6.0818 -1.8338 4.3914
C 6.3570 -3.2318 4.9356
C 7.8779 -3.2419 5.0063
O 8.2810 -1.8960 5.2639
C 7.1644 -1.0154 5.0818
H 5.0776 -1.4688 4.6042
H 6.2279 -1.8191 3.3084
H 5.9324 -3.3312 5.9383
H 5.9574 -4.0335 4.3163
H 8.3188 -3.5609 4.0554
H 8.2586 -3.8891 5.7986
H 6.8314 -0.6677 6.0638
H 7.4777 -0.1486 4.5005
C -7.0927 0.7559 -7.1818
C -7.1217 1.4560 -8.5370
C -5.7329 2.0668 -8.6038
O -4.8683 1.1906 -7.8676
C -5.6571 0.2527 -7.1282
H -7.8238 -0.0450 -7.0834
H -7.2693 1.4788 -6.3815
H -7.2437 0.7243 -9.3361
H -7.9134 2.1975 -8.6316
H -5.7071 3.0538 -8.1290
H -5.3653 2.1632 -9.6254
H -5.5631 -0.7286 -7.6065
H -5.2702 0.1802 -6.1105
C -7.1033 -0.2189 -13.8567
C -5.6933 -0.5470 -13.3758
C -5.4596 0.5410 -12.3377
O -6.7405 0.8469 -11.7765
C -7.7686 0.2447 -12.5688
H -7.6178 -1.0602 -14.3179
H -7.0711 0.5992 -14.5797
H -5.6801 -1.5304 -12.9004
H -4.9459 -0.5424 -14.1673
H -5.0581 1.4503 -12.7978
H -4.7836 0.2292 -11.5403
H -8.1847 -0.6015 -12.0108
H -8.5635 0.9714 -12.7384
C 7.6242 -3.0663 8.8048
C 6.4205 -3.9941 8.9366
C 6.5758 -4.5003 10.3643
O 7.2044 -3.4492 11.1006
C 7.6982 -2.4561 10.1965
H 7.5214 -2.3190 8.0185
H 8.5253 -3.6499 8.6026
H 5.4949 -3.4212 8.8379
H 6.4017 -4.7989 8.2025
H 7.2217 -5.3844 10.4034
H 5.6228 -4.7478 10.8334
H 7.0586 -1.5699 10.2747
H 8.7117 -2.1772 10.4853
C -4.6865 -0.9307 3.0116
C -5.0422 -1.6100 1.6932
C -3.7081 -1.5806 0.9635
O -2.6895 -1.6570 1.9667
C -3.2771 -1.4481 3.2561
H -5.3695 -1.1654 3.8263
H -4.6717 0.1541 2.8802
H -5.3503 -2.6424 1.8732
H -5.8366 -1.1097 1.1420
H -3.5751 -0.6394 0.4175
H -3.5870 -2.4090 0.2646
H -3.2924 -2.4059 3.7865
H -2.6601 -0.7491 3.8225
*
```

The SMILES is COCC1=CC(=O)C=CC1=O.C1CCOC1.C1CCOC1.C1CCOC1.C1CCOC1.C1CCOC1.C1CCOC1.C1CCOC1.C1CCOC1. For the frontier orbital gap, the calculation gives 8.360 eV. Its LUMO energy is -0.82 eV.